(1)
38
Properties=species:S:1:pos:R:3:forces:R:3 method="wB97M-V/def2-TZVPD" e_homo_ev=-10.3429 orbital_gap_ev=10.6
C 2.19375 -2.78524 -0.20173 -0.4 0.5 0.8
C 3.07712 -1.63485 0.47695 0.3 0.4 -0.2
C 2.37969 -0.20935 0.50411 -0.3 -0.4 0.2
F 3.15488 0.70061 1.29249 -0.7 -1.1 -1.2
C 0.89263 -0.21373 1.10993 -0.4 -0.2 -1.1
O 0.91074 0.38074 2.43074 -1.7 -0.4 0.0
S -0.53249 -0.20079 3.13576 0.5 -0.9 2.5
O -0.33605 -0.23156 4.61924 -0.5 1.2 -3.5
O -1.65156 0.95911 2.68085 0.9 -0.4 0.3
C -2.45556 0.53196 1.55504 -0.7 0.4 -1.6
C -1.64902 -0.06873 0.31284 -0.2 -0.3 -0.1
C -2.54029 0.13170 -1.00296 0.1 -0.7 0.7
C -2.22630 -1.07312 -1.98922 0.0 0.8 0.4
F -3.09967 -0.98420 -3.11813 1.0 -0.4 1.3
C -0.16934 0.49385 0.10645 0.4 -0.4 -0.5
C -0.04192 2.08117 0.09121 0.0 -0.6 2.7
O -0.35185 2.71945 -1.16670 2.2 -1.2 -1.0
C 0.58217 2.49179 -2.16166 0.0 1.7 -1.8
F 0.26383 1.42130 -3.02166 0.6 1.7 1.9
F 1.89586 2.33457 -1.74654 -2.4 -0.1 -0.5
F 0.57024 3.63366 -2.99142 0.0 -2.3 1.6
H 1.43101 -2.32826 -0.92162 1.1 -0.7 0.8
H 2.86002 -3.52110 -0.74407 -0.9 0.9 0.6
H 1.59299 -3.32871 0.60912 0.9 0.6 -1.3
H 3.38564 -1.88297 1.54679 -0.4 0.2 -1.5
H 4.02010 -1.52227 -0.15943 -1.2 0.0 1.1
H 2.33179 0.17381 -0.56213 0.1 -0.2 1.3
H 0.49391 -1.28344 1.24456 0.9 1.3 -0.5
H -2.98408 1.47577 1.17330 0.8 -1.2 0.8
H -3.27690 -0.19393 1.86020 1.1 0.8 -0.2
H -1.57616 -1.20328 0.48401 0.1 1.5 -0.2
H -2.35492 1.15724 -1.44436 -0.2 -1.3 0.3
H -3.63236 0.06266 -0.65911 1.4 0.1 -0.8
H -1.14672 -1.04189 -2.36968 -1.6 0.0 0.4
H -2.38273 -2.04513 -1.41098 -0.1 1.1 -1.1
H 0.15965 0.12490 -0.93260 -0.5 0.4 1.4
H -0.77582 2.52458 0.85217 0.9 -0.6 -1.3
H 0.98773 2.35369 0.51825 -1.3 -0.2 -1.1

---

(2)
91
Properties=species:S:1:pos:R:3:forces:R:3 method="wB97M-V/def2-TZVPD" e_homo_ev="-2.1234 / -5.6170" total_charge=-1 spin_multiplicity=2 orbital_gap_ev="3.7 / 7.2" relative_energy_ev=0.608
Ca -0.76548 -1.81288 -0.46413 -0.2 -0.5 0.0
S -2.65980 -9.21327 2.02878 0.0 0.0 0.0
N -2.66649 -7.76665 2.83510 0.0 0.0 -0.1
C -2.28755 -6.84881 1.95426 0.0 0.0 0.1
C -2.15078 -5.44285 2.20811 0.0 0.0 0.1
C -2.44969 -4.88735 3.45607 0.0 -0.1 0.0
C -2.31148 -3.53814 3.66445 0.0 0.1 0.0
C -1.85466 -2.74965 2.59475 0.0 0.0 0.0
N -1.55800 -3.23234 1.41026 0.0 0.2 -0.2
C -1.70713 -4.57106 1.16819 0.0 0.0 0.0
C -1.42446 -5.08451 -0.12603 0.0 -0.1 0.1
N -1.01684 -4.23101 -1.11300 0.0 0.2 0.1
C -0.78163 -4.70322 -2.31167 0.0 0.0 0.0
C -0.91073 -6.05954 -2.65981 0.0 0.0 0.0
C -1.31137 -6.93825 -1.68572 0.0 0.0 0.1
C -1.58306 -6.47750 -0.39293 0.1 0.0 -0.1
C -2.00425 -7.36584 0.65284 0.0 -0.1 0.0
N -2.16846 -8.67808 0.54060 0.0 0.0 0.1
H -2.79521 -5.55116 4.23895 0.0 0.0 0.0
H -2.54737 -3.07733 4.61322 0.0 0.0 0.0
H -1.73127 -1.67688 2.71627 0.0 0.0 0.0
H -0.47713 -3.98002 -3.06317 0.0 0.0 0.0
H -0.70131 -6.38097 -3.67026 0.0 0.0 0.0
H -1.43194 -7.99563 -1.88600 0.0 0.0 0.0
O -4.32688 -2.16155 -0.93078 0.0 0.0 0.0
C -3.51725 -1.25107 -1.03426 -0.1 0.1 -0.1
O -2.49648 -1.20635 -1.81241 0.3 -0.1 0.2
C -3.74521 0.00459 -0.18782 0.0 0.0 0.0
C -5.01397 0.51380 -0.18942 -0.1 0.0 -0.1
C -5.32657 1.67194 0.52907 0.0 0.1 -0.2
C -4.38495 2.29298 1.30295 0.0 0.1 0.0
C -3.09616 1.77984 1.33331 0.1 0.0 -0.1
C -2.69239 0.62378 0.57898 0.2 0.1 0.2
O -1.50539 0.14582 0.62991 0.0 -0.4 -0.1
N -2.17591 2.50126 2.19543 -0.1 0.2 -0.2
O -2.64381 3.26608 3.02340 0.0 0.0 0.1
O -0.96924 2.36905 2.04285 0.1 -0.1 0.1
N -6.66922 2.22940 0.46446 -0.1 -0.5 0.6
O -7.49614 1.64425 -0.21150 0.0 0.2 -0.2
O -6.92553 3.19624 1.16405 0.0 0.2 -0.2
H -5.78539 0.00447 -0.74992 0.0 0.0 0.0
H -4.63402 3.16931 1.87973 0.0 0.0 0.0
C 5.69401 5.30424 -2.22316 0.0 0.0 0.0
C 4.66517 4.34501 -1.69042 0.0 0.0 0.0
C 4.00861 3.45684 -2.52917 0.1 0.0 0.0
C 3.03627 2.57849 -2.06014 0.1 0.0 0.0
C 2.40414 1.63479 -3.04861 -0.1 0.0 0.0
C 2.71628 2.60030 -0.69903 -0.1 0.0 0.0
Te 1.11986 1.44640 0.12113 0.0 0.0 0.2
N 1.29213 -0.33309 -0.69279 -0.2 0.2 -0.1
C 1.95900 -1.29056 -0.00840 -0.1 0.1 0.0
O 1.55841 -2.46263 -0.07825 0.1 -0.1 0.0
C 3.14544 -0.97840 0.85332 0.0 0.0 0.1
C 3.23928 -1.59601 2.09804 0.0 0.0 0.0
C 4.29641 -1.29641 2.94060 0.0 0.0 0.0
C 5.28065 -0.40199 2.53477 0.0 0.0 0.0
C 5.21051 0.18540 1.28009 0.0 0.0 0.0
C 4.14069 -0.09938 0.44251 0.0 0.0 -0.1
C -0.33109 2.26022 -1.15872 0.1 0.1 -0.1
C -1.00836 1.45083 -2.05294 0.1 0.0 0.0
C -2.06284 1.96526 -2.78770 0.0 0.0 0.0
C -2.41386 3.29768 -2.63305 0.0 0.0 0.0
C -1.71276 4.10461 -1.75065 0.0 0.0 0.0
C -0.65982 3.60442 -0.98791 0.0 0.1 0.0
C 0.08066 4.52833 -0.05766 0.0 0.0 0.0
C 3.39014 3.46114 0.17855 0.0 0.0 0.0
C 3.12916 3.53140 1.66452 0.0 0.0 0.0
C 4.34967 4.32429 -0.33889 0.0 0.0 0.0
H 5.97489 5.05444 -3.24540 0.0 0.0 0.0
H 6.59491 5.29583 -1.60852 0.0 0.0 0.0
H 5.30668 6.32491 -2.22162 0.0 0.0 0.0
H 4.26536 3.43241 -3.58319 0.0 0.0 0.0
H 3.14014 1.34244 -3.79837 0.0 0.0 0.0
H 1.57442 2.12085 -3.56565 0.0 0.0 0.0
H 2.02590 0.72671 -2.58246 0.0 0.0 0.0
H 2.47225 -2.30321 2.38680 0.0 0.0 0.0
H 4.35815 -1.76438 3.91441 0.0 0.0 0.0
H 6.10710 -0.17241 3.19524 0.0 0.0 0.0
H 5.98662 0.86350 0.94811 0.0 0.0 0.0
H 4.09622 0.33854 -0.54671 0.0 0.0 0.0
H -0.74536 0.41212 -2.16675 0.0 0.0 0.0
H -2.62078 1.31006 -3.44226 0.0 0.0 0.0
H -3.24765 3.70718 -3.18873 0.0 0.0 0.0
H -1.99834 5.14271 -1.62542 0.0 0.0 0.0
H -0.57834 5.32675 0.28294 0.0 0.0 0.0
H 0.93705 4.98269 -0.56209 0.0 0.0 0.0
H 0.43895 4.02449 0.84273 0.0 0.0 0.0
H 2.70773 2.61887 2.08061 0.0 0.0 0.0
H 2.44306 4.34876 1.90025 0.0 0.0 0.0
H 4.06331 3.72277 2.19246 0.0 0.0 0.0
H 4.87056 4.99182 0.34041 0.0 0.0 0.0

---

(3)
73
Properties=species:S:1:pos:R:3:forces:R:3 method="wB97M-V/def2-TZVPD" e_homo_ev="-1.5596 / -1.5617" total_charge=-2 orbital_gap_ev="5.2 / 5.2" relative_energy_ev=11.141
Sr 2.36170 -0.97566 0.71078 1.8 -2.1 0.4
C -0.83490 3.94833 3.59542 0.0 -0.1 0.1
C -1.08463 4.33058 2.29151 0.0 0.1 -0.1
C -0.54143 3.62843 1.19692 0.1 0.0 0.0
C 0.27857 2.57590 1.50974 -0.1 0.1 0.0
C 1.02177 1.38974 0.91186 -0.6 0.6 0.7
N 2.27036 1.09352 1.54530 0.7 1.7 0.6
C 1.15972 0.83636 2.35359 -0.8 1.1 -0.4
N 0.46205 -0.38862 2.69452 -0.2 -0.5 0.0
C -0.67962 -0.47672 2.04218 0.4 0.2 0.1
C -2.01196 -0.80846 2.50061 -0.5 0.0 -0.3
C -2.46118 -1.37805 3.68504 0.1 0.0 0.1
C -3.82031 -1.41094 3.93255 0.0 0.0 0.0
C -4.72787 -0.88693 2.99935 0.0 0.0 -0.1
C -4.29795 -0.33124 1.81160 -0.1 0.0 -0.1
C -2.92792 -0.27848 1.55119 0.3 -0.1 0.3
C -2.19407 0.31013 0.46627 -0.4 0.3 -0.3
N -2.68880 1.02461 -0.51081 0.1 -0.1 0.2
C -2.04291 1.57392 -1.51804 -0.3 0.0 0.0
N -0.68427 1.43013 -1.84927 0.2 0.2 0.0
C -0.40275 1.96779 -3.08293 0.1 0.1 0.1
N 0.65139 1.62880 -3.85409 0.2 -0.1 -0.1
C 1.23624 0.64829 -3.10090 -0.7 0.3 0.4
N 1.53131 0.91998 -1.82967 0.3 0.0 -0.1
C 0.33095 0.41354 -1.27174 -0.6 -0.1 -0.5
N 0.34177 0.38509 0.13962 -0.5 0.7 0.0
C -0.03742 -0.85227 -2.05428 0.1 0.0 0.0
C -0.91330 -1.89205 -1.83630 -0.1 -0.1 -0.1
C -1.04023 -2.84201 -2.84774 -0.1 0.0 0.1
C -0.36452 -2.70672 -4.05230 0.1 0.0 -0.1
C 0.46220 -1.61496 -4.29649 0.0 0.0 0.0
C 0.62756 -0.70676 -3.27407 0.1 -0.2 0.1
C -1.59626 2.64840 -3.50942 -0.3 0.0 0.2
C -1.88164 3.35787 -4.67263 0.0 0.0 0.0
C -3.15649 3.85569 -4.84511 0.1 0.0 -0.1
C -4.14567 3.64565 -3.86591 -0.1 0.0 0.1
C -3.88902 2.92359 -2.72180 -0.1 0.0 0.0
C -2.60584 2.39228 -2.54140 0.3 -0.1 -0.1
N -0.84813 0.01622 0.77410 0.1 -0.4 0.0
C 0.47933 2.14903 2.82872 0.0 0.0 0.0
C -0.06736 2.80345 3.89741 0.0 0.1 0.0
H -1.27621 4.51297 4.40984 0.0 0.0 0.0
H -1.73559 5.17810 2.10647 0.0 0.0 0.0
H -0.80705 3.87705 0.17580 0.0 0.0 0.0
H -1.74825 -1.77597 4.39637 0.0 0.1 0.0
H -4.19578 -1.82613 4.85976 0.0 0.0 0.0
H -5.78921 -0.91038 3.21827 0.0 0.0 0.0
H -4.99543 0.07420 1.08929 0.0 0.0 0.0
H -1.46884 -1.98909 -0.91198 0.0 0.0 0.0
H -1.67365 -3.70556 -2.68558 0.0 0.0 0.0
H -0.47320 -3.46938 -4.81305 0.0 0.0 0.0
H 0.98336 -1.50920 -5.23866 0.0 0.0 0.0
H -1.11262 3.49495 -5.42272 0.0 0.0 0.0
H -3.40239 4.41281 -5.74106 0.0 0.0 0.0
H -5.13369 4.06374 -4.02361 0.0 0.0 0.0
H -4.65526 2.75476 -1.97579 0.0 0.0 0.0
H 0.02706 2.45467 4.91909 0.0 0.0 0.0
Cl 5.19543 -3.61667 -0.08728 0.1 -0.1 -0.3
C 5.24829 -3.16851 1.59327 -0.1 0.3 0.5
C 4.46699 -2.09785 2.02251 0.4 -0.3 0.3
C 4.62188 -1.78204 3.37055 0.3 -0.5 -0.3
Cl 3.73724 -0.43178 4.00236 -0.2 0.3 0.2
C 5.44002 -2.49409 4.24897 -0.1 0.0 0.0
Cl 5.55469 -2.06317 5.92043 0.0 0.0 0.2
C 6.17040 -3.57786 3.77416 -0.1 0.1 -0.1
Cl 7.15239 -4.51040 4.84482 0.1 0.0 0.1
C 6.09155 -3.90648 2.42516 -0.1 0.0 -0.1
Cl 7.03755 -5.21974 1.81353 0.1 -0.1 0.0
N 4.53586 -3.92235 -4.61028 -0.1 0.1 0.1
C 3.70171 -3.75514 -3.81555 0.5 0.1 0.0
N 2.69145 -3.65612 -3.01069 -0.5 -0.4 -0.2
C 2.45055 -3.11101 -1.89296 0.1 0.0 0.2
N 2.09226 -2.67180 -0.86480 -0.1 -1.2 -1.4